(1)
# C14H20N5O3

An isolated ion of composition C14H20N5O3 and charge +1 (ωB97M-V/def2-TZVPD, OMol25).

XYZ file:
```
42
Properties=species:S:1:pos:R:3:forces:R:3:lowdin_charge:R:1
H 1.81774 -2.10867 1.10484 0.1 -0.1 0.0 0.082
H -0.65362 2.24321 1.45349 0.1 0.0 -0.1 0.184
N 2.78243 -2.37982 1.17071 -0.4 -0.5 0.3 0.181
H 0.00726 -2.05179 -0.32133 0.1 0.1 0.0 0.034
H 3.03390 -3.30342 1.47371 -0.1 0.0 0.0 0.124
H -1.66364 -2.31236 -2.19585 -0.1 -0.1 0.1 0.122
H -4.49432 -2.02134 1.19341 -0.1 -0.1 0.0 0.127
H 1.02888 2.27526 -1.74455 0.1 0.1 0.0 0.133
H -4.99960 0.23956 2.05402 -0.1 0.0 0.1 0.115
C 0.66971 3.20863 0.17176 0.4 0.4 -0.3 -0.105
C 3.58785 -0.23346 0.17707 1.1 -1.1 0.3 -0.119
H 1.25352 3.43023 1.06745 -0.1 0.0 0.0 0.143
O 5.63572 -0.77211 0.15632 0.4 0.6 -0.3 -0.031
C -3.43286 1.18084 0.94244 0.2 0.1 -0.1 -0.049
C -2.87422 -1.37847 -0.03227 -0.1 0.2 0.2 -0.251
C -4.19086 0.09424 1.35587 0.0 -0.1 0.0 -0.053
C -3.91485 -1.16796 0.88164 0.1 -0.1 -0.1 0.021
H 0.44361 -3.40348 -1.38014 0.1 0.0 -0.1 0.086
O 1.26182 0.13884 0.26555 0.2 -0.3 -0.1 0.045
N -0.32949 2.16266 0.48689 0.2 -0.5 0.2 0.028
H -2.06645 3.08694 -0.28725 0.2 0.0 0.0 0.139
C -2.40675 0.98646 0.03259 -0.1 0.1 0.1 -0.230
H -1.93462 -3.99085 -1.68833 0.0 0.2 0.0 0.131
C 3.73187 -1.57127 0.70547 1.0 1.2 -0.5 -0.322
C 1.61234 2.73805 -0.94038 -0.3 -0.1 0.2 -0.116
O -2.69938 -2.65278 -0.43133 -0.2 0.0 0.2 -0.029
N 5.02345 -1.84855 0.66608 -1.1 -1.0 0.5 0.130
H -3.65446 2.16968 1.31428 0.0 0.2 0.0 0.113
H 3.59608 2.02389 -0.66196 0.0 0.0 0.0 0.145
C -1.53419 2.13850 -0.38795 -0.6 -0.2 -0.2 -0.090
H -1.21069 2.02168 -1.42290 0.1 0.1 0.1 0.134
N 2.62585 1.80655 -0.47748 0.2 0.0 0.0 0.100
H 0.15581 4.11906 -0.14344 0.0 -0.1 0.1 0.137
C -1.66423 -2.99281 -1.33580 0.4 -0.2 -0.2 -0.224
C -2.12300 -0.28524 -0.45393 0.0 -0.2 -0.1 0.023
N 4.79585 0.19160 -0.13806 -0.9 0.4 -0.1 0.126
C 2.39377 0.57018 -0.01101 0.1 0.7 -0.2 -0.367
H 2.13041 3.60186 -1.35498 -0.1 -0.1 0.0 0.141
H -0.32640 -3.71576 0.18147 0.0 -0.1 0.1 0.087
C -0.29182 -3.03871 -0.66851 -0.4 0.1 -0.1 -0.064
H 0.20292 1.20399 0.39267 -0.4 0.6 0.2 0.106
H -1.32532 -0.40310 -1.17023 0.1 -0.1 -0.1 0.111
```
Forces are in eV/Å.

Summary:
* HOMO: -11.54 eV
* SMILES: CCOc1cccc(C[NH2+]CCNC(=O)c2nonc2N)c1
* E_tot: -1044.71126 hartree
* multiplicity: 1
* net charge: +1
* LUMO: -0.1173 Ha
* Kohn-Sham gap: 8.3497 eV
* ΔE to the lowest compared entry with this formula, charge and spin: 8.9 kJ/mol


(2)
# C14H21BFN3O4

One molecule with the formula C14H21BFN3O4 (ωB97M-V/def2-TZVPD, OMol25).

XYZ file:
```
44
Properties=species:S:1:pos:R:3:forces:R:3:lowdin_charge:R:1
O -1.79672 2.80143 -0.01006 -0.1 1.3 -0.2 0.111
C 2.35608 0.05431 -2.08184 1.9 0.3 0.3 -0.100
O -2.06245 3.23585 -2.22532 0.1 -0.1 0.6 0.098
C 0.24698 -0.25181 3.01912 0.1 -1.0 0.0 -0.202
H -0.62763 -3.88398 3.74766 0.3 0.2 0.1 0.115
H -3.49347 0.98757 0.27566 -0.2 0.3 -0.5 0.123
H 4.49472 0.29823 -3.71077 0.2 -0.7 0.2 0.099
O 4.05405 -1.72706 -1.20684 0.4 0.9 -2.2 0.102
H -3.39507 1.21248 -2.78327 1.0 -0.4 -0.3 0.099
H 1.52557 -2.98762 4.50344 0.5 0.0 0.0 0.102
C -0.34484 -2.84161 3.57775 -0.2 -1.0 0.7 -0.166
H -1.84182 1.34578 -3.37238 -0.6 -0.5 0.5 0.092
C -1.92882 2.41156 -1.14526 0.4 1.3 2.1 -0.487
N -2.18604 -0.56745 0.59276 0.2 -0.3 -2.2 -0.105
C -1.99964 -0.03926 1.93791 -1.2 0.3 -0.3 -0.133
H 0.21500 1.39326 0.43928 0.6 -0.1 -0.6 0.099
H -2.99971 -0.09324 2.42907 0.7 0.1 -0.1 0.140
H 0.49804 2.08980 -1.14852 0.4 -0.4 0.2 0.123
C -0.99412 -0.83271 2.72008 0.2 0.5 -0.1 -0.211
H -0.28515 -0.21488 -2.08171 -0.3 0.2 -0.3 0.125
C 1.16860 -1.00780 3.72992 0.5 0.4 -0.8 0.011
N -1.26831 -2.11554 3.03473 -1.1 1.8 -1.2 0.136
N -2.44358 0.79462 -2.73795 -0.7 -0.6 -0.6 0.068
H 2.15884 -0.58397 3.88827 -0.2 -0.1 0.3 0.126
H 1.67659 -0.63015 -2.55431 -0.6 -0.4 -0.2 0.094
H 4.78452 -2.28372 -1.56483 -0.6 0.6 0.6 0.109
H -2.05320 4.16083 -1.91870 0.1 -0.4 0.2 0.138
C -0.61135 0.23786 -1.14987 0.4 0.3 0.9 -0.185
C 0.52487 1.12661 -0.59125 -0.5 0.6 -0.2 -0.151
C -0.93166 -0.86511 -0.13972 -0.4 -0.5 0.9 -0.114
C -2.96698 0.28955 -0.37579 0.7 -0.3 2.2 -0.053
H -0.14350 -1.00608 0.60836 0.1 0.0 -0.5 0.108
H 2.00064 -0.39100 -0.00352 -0.1 0.5 -0.2 0.112
H -1.07216 -1.81563 -0.63232 0.0 -0.4 -0.3 0.121
C 0.86505 -2.32844 3.97118 0.6 -0.2 0.7 -0.064
H -1.70348 0.99867 1.84226 0.2 0.5 0.6 0.103
H 2.44731 0.92846 -2.72898 -0.3 0.2 -0.1 0.101
C -1.97953 0.96120 -1.34888 -0.2 -0.7 -2.5 -0.391
H -3.67942 -0.30250 -0.93669 0.0 -0.3 -0.2 0.120
B 3.78047 -0.70607 -2.17034 0.2 -1.1 0.5 -0.528
H 2.69688 1.22592 -0.32295 -0.6 -0.4 0.0 0.126
F 0.66488 0.94308 2.51065 -0.7 -0.5 0.7 0.057
C 1.93464 0.49319 -0.66845 -0.1 -0.1 0.1 -0.185
O 4.71493 -0.51463 -3.21759 -1.2 0.5 1.1 0.115
```
Forces are in eV/Å.

Summary:
* HOMO: -8.21 eV
* SMILES: N[C@@]1(C(=O)O)CN(Cc2ncccc2F)C[C@@H]1CCCB(O)O
* E_tot: -1136.10868 hartree
* multiplicity: 1
* LUMO: 0.0140 Ha
* Kohn-Sham gap: 8.5948 eV
* ΔE to the lowest compared entry with this formula, charge and spin: 77.4 kJ/mol


(3)
# C14H21CaO12Pt2

C14H21CaO12Pt2 as an isolated structure (ωB97M-V/def2-TZVPD, OMol25).

XYZ file:
```
50
Properties=species:S:1:pos:R:3:forces:R:3:mulliken_spin:R:1
C -0.33770 -1.28372 -1.16612 -1.0 0.2 0.2 -0.003
C 3.97078 -3.04026 -1.33155 -0.3 1.0 -0.9 0.000
C 2.22157 2.98037 -3.59355 0.2 1.2 0.1 -0.002
O 1.36692 4.39487 4.22263 0.8 -0.5 -0.1 0.031
H -7.04155 -1.34242 -2.18012 0.0 0.2 0.3 0.000
C -0.00921 2.52458 3.37092 0.3 1.0 0.3 -0.002
O -1.34014 0.67255 -0.19977 -1.1 0.6 -0.2 0.093
H 0.10769 4.50638 2.51964 0.7 0.4 0.1 0.004
C -7.13613 -2.23580 -1.56813 -0.4 0.0 -0.3 -0.002
O -5.57081 -3.68048 -0.46384 0.5 0.5 0.4 0.004
H 2.16089 -4.11438 -2.11403 0.0 0.6 -0.4 0.000
O 2.64941 -4.63705 -0.26722 -0.3 0.2 0.2 0.000
H 3.07961 2.93173 -2.92276 0.0 -0.4 -0.1 0.002
C -1.43046 -0.57480 -0.40871 0.7 -0.7 -0.3 0.010
H 4.47497 -4.14624 -3.11225 0.0 0.0 0.0 0.000
C 4.62508 -3.14785 -2.69209 0.3 -1.1 0.1 0.000
H 2.35313 2.32097 -4.44668 -0.2 -0.3 0.1 0.000
H -7.97285 -2.13475 -0.86883 0.0 0.2 -0.1 0.000
C 3.86656 -4.61302 0.32798 0.2 0.6 -0.4 0.000
O 1.93886 4.35585 6.36431 0.1 -0.1 0.2 0.953
O -2.40512 -1.25680 0.04980 -0.3 0.6 0.2 0.059
O -0.20504 4.48149 5.73467 -0.5 -0.1 0.7 0.016
H 4.26266 -2.41888 -3.41266 0.0 0.2 0.1 0.000
H 1.79733 -2.88639 -0.83163 0.1 0.2 -0.3 0.000
H -0.70979 -2.26724 -1.43515 0.3 -0.1 -0.1 0.001
Pt -4.05453 0.33931 0.09667 -0.3 -1.0 -0.2 0.907
C -0.89008 4.65931 4.43526 -0.1 0.1 -0.2 0.005
O -0.03109 3.51408 -2.89775 -1.3 -0.1 0.6 0.158
Pt -1.08797 2.46162 -1.34777 1.2 -0.2 -0.7 1.472
H -1.83581 4.12867 4.45987 0.0 -0.1 0.2 0.002
H 4.00600 -1.97124 -1.09126 -0.1 -0.1 0.5 0.000
C 0.14437 4.04792 3.50287 -1.5 -0.5 -0.6 0.005
H 5.69830 -3.04399 -2.53525 0.0 0.2 -0.2 0.000
H -0.72227 2.30376 2.57868 -0.1 0.0 0.0 0.000
H -0.39933 2.16043 4.32077 0.3 -0.5 -0.1 0.000
H 0.52446 -1.34467 -0.50616 0.2 0.1 -0.1 -0.002
C 2.53102 -3.57704 -1.24208 0.4 -1.5 0.8 0.000
H -1.06623 5.72451 4.30040 0.1 0.0 0.1 -0.001
H 2.18918 4.00830 -3.96152 0.0 -0.1 -0.2 0.008
H -7.41254 -3.05145 -2.23218 0.3 -0.2 0.2 0.000
Ca -3.76141 -3.13076 0.83909 -0.8 0.4 -1.0 -0.003
C 0.99275 2.76917 -2.80294 0.3 -0.8 0.2 -0.040
H -0.11763 -0.70852 -2.06291 0.3 0.0 0.1 0.002
O 4.68847 -3.76649 -0.35097 -0.2 -0.1 0.2 0.000
O -5.23492 -1.53000 -0.25108 0.7 0.0 0.7 0.040
C -5.93191 -2.50799 -0.74821 0.0 -0.3 -0.2 0.001
C 1.03181 4.38807 5.46569 0.1 0.7 -0.5 -0.014
O 4.16770 -5.20366 1.29955 0.0 -0.4 0.3 0.000
O 0.89532 1.82953 -1.94050 0.3 0.1 0.1 0.295
H 0.95968 2.11242 3.09686 -0.1 -0.3 0.2 0.000
```
Forces are in eV/Å.

Summary:
* HOMO (spin up / spin down): -16.07 / -16.07 eV
* <S²>: 6.03
* E_tot: -2364.04333 hartree
* multiplicity: 5
* net charge: +3
* LUMO (spin up / spin down): -0.3692 / -0.4731 Ha
* Kohn-Sham gap (spin up / spin down): 6.0249 / 3.1995 eV


(4)
# C14H21CsNO5S3

C14H21CsNO5S3 as an isolated structure (ωB97M-V/def2-TZVPD, OMol25).

XYZ file:
```
45
Properties=species:S:1:pos:R:3:forces:R:3:lowdin_charge:R:1
C 1.22574 -3.34948 -2.63114 -0.3 0.1 0.1 -0.510
C -1.81786 3.27065 -0.16853 0.0 0.1 0.0 -0.461
C -0.48492 -1.40970 -4.95623 0.2 -0.1 -0.2 -0.515
C -0.79258 4.62006 3.24025 0.0 0.1 0.0 -0.006
H -1.19575 -1.08021 -5.71435 -0.1 0.0 0.1 0.071
H 3.50564 -1.89684 -4.24704 0.0 0.0 0.0 0.080
H 1.28265 -4.34249 -2.18265 0.1 0.0 0.0 0.077
H -2.15644 -2.38958 -4.03969 0.0 -0.1 0.0 0.072
C -0.50045 -3.35179 1.49933 -0.1 -0.1 0.0 -0.126
H -0.92750 5.48061 3.88118 0.0 0.0 0.0 0.126
H -0.72414 -3.71423 0.49713 0.0 0.0 0.0 0.061
H 2.16399 0.68034 4.46661 0.0 -0.2 -0.1 0.147
H -1.17319 -3.84392 2.20458 0.0 0.0 0.0 0.086
H -0.97823 -3.51360 -4.71168 0.0 0.0 0.0 0.077
C -1.41263 4.57003 2.00209 0.1 -0.1 0.0 0.028
H -0.32409 -1.59219 2.31515 0.0 0.2 0.0 0.049
O 1.63745 1.46558 4.26554 0.0 0.3 0.1 0.145
C -1.08930 -2.57190 -4.17476 0.2 0.1 0.2 -0.531
H -2.79971 4.92238 -0.00412 0.0 0.0 0.1 0.108
O -0.69097 -1.93508 1.49366 0.1 -0.5 0.4 -0.330
O -1.55652 2.30627 -0.84236 -0.9 2.0 -0.2 -0.233
C 0.95637 1.27753 3.13816 0.1 -0.3 -0.1 -0.447
S -0.50411 -2.78803 -2.46389 0.1 -0.3 -0.3 0.761
H 2.85368 -0.42556 -6.26334 0.0 0.0 0.0 0.072
H -0.25531 -0.57317 -4.30002 0.0 0.0 0.0 0.051
C 0.12989 2.47795 2.77331 -0.1 0.2 0.1 -0.158
H 3.93096 -0.18231 -4.15410 0.1 -0.1 0.0 0.071
O -2.64989 4.19892 -0.62098 -0.1 0.0 -0.2 0.175
S 2.26243 -0.71483 -2.56932 0.0 -0.1 -0.1 0.793
C 3.10001 -0.88798 -4.18453 -0.1 0.2 0.2 -0.512
N -0.46110 2.42384 1.58956 0.0 0.0 0.0 0.152
H 1.91262 -2.29555 -0.88214 0.1 0.0 0.0 0.056
C 2.19920 -2.41615 -1.92933 0.0 0.2 -0.2 -0.543
H 1.44785 -3.42785 -3.68969 0.0 0.0 -0.1 0.038
C -1.21397 3.44700 1.20428 0.0 0.2 0.2 -0.163
O 0.99813 0.26203 2.49013 -0.1 0.1 0.0 0.087
S 1.04379 -1.86956 -5.86216 0.0 0.1 0.2 0.878
H 3.20969 -2.82441 -1.95893 0.0 -0.1 0.1 0.084
Cs -0.63764 0.02566 -0.51317 0.9 -1.6 0.0 1.271
H 0.52967 -3.61579 1.74935 0.0 0.0 0.0 0.089
H -2.02250 5.41052 1.69783 0.0 0.0 0.0 0.121
C -0.00014 3.55978 3.63975 0.0 -0.1 0.0 0.042
H 1.66253 0.35736 -5.22622 0.1 0.1 -0.1 0.074
H 0.50852 3.55454 4.59198 0.0 0.0 0.0 0.129
C 2.21984 -0.56416 -5.38698 -0.1 -0.3 0.1 -0.537
```
Forces are in eV/Å.

Summary:
* HOMO: -10.73 eV
* E_tot: -2191.58894 hartree
* multiplicity: 1
* net charge: +1
* LUMO: -0.1221 Ha
* Kohn-Sham gap: 7.4052 eV
* ΔE to the lowest compared entry with this formula, charge and spin: 47.9 kJ/mol